# 1
C28H47N2OPPdS3 as an isolated structure, computed with ωB97M-V/def2-TZVPD.

## Properties
Net charge = 0
LUMO = -0.0258 hartree
Frontier orbital gap = 6.77 eV
Energy above the lowest of the compared OMol25 structures with the same formula, charge and spin = 0.474 eV
E_HOMO = -7.48 eV

The geometry in XYZ format:
```
83
Properties=species:S:1:pos:R:3:forces:R:3
Pd -0.6596 0.1593 -0.3211 0.144 -0.166 0.504
S -0.6234 2.4259 -0.7520 0.166 0.017 0.001
C 0.4523 2.4802 -2.1140 0.169 0.183 -0.270
C 0.6479 3.7769 -2.7250 -0.056 -0.540 0.188
N 0.7810 4.8172 -3.1939 0.022 0.109 -0.034
C 1.0854 1.3805 -2.5924 0.110 0.146 -0.159
S 0.9562 -0.1808 -1.8039 0.013 0.209 -0.330
C 1.9339 1.4054 -3.7569 -0.303 0.058 0.412
N 2.6178 1.3750 -4.6806 0.052 -0.006 -0.074
C -2.0112 -3.6677 -4.5058 0.013 0.000 0.012
C -2.7690 -2.3854 -4.1289 0.012 -0.014 -0.006
C -2.1484 -1.7047 -2.9006 -0.146 0.045 -0.059
C -1.5757 -2.7627 -1.9504 -0.018 -0.095 -0.068
C -0.3504 -3.4235 -2.6153 0.014 0.101 -0.048
C -0.5370 -3.5299 -4.1396 0.004 -0.023 -0.010
P -1.2335 -2.0464 -0.3062 -0.105 -0.079 0.145
C -2.8284 -2.0268 0.6342 -0.051 -0.073 0.025
C -3.6146 -0.7226 0.3898 -0.035 0.060 0.003
C -5.0360 -0.8730 0.9245 0.026 0.004 0.000
C -5.8223 -1.8980 0.0934 -0.011 -0.001 -0.029
C -4.9060 -2.9959 -0.4687 0.002 0.064 0.031
C -3.7452 -3.2680 0.4817 -0.003 0.086 0.006
C -0.2159 -3.2143 0.6730 0.084 -0.001 0.040
C -0.7250 -4.6733 0.7077 0.065 0.011 0.092
C 0.3981 -5.6450 1.0967 0.006 0.011 -0.025
C 1.3079 -5.0030 2.1366 -0.020 0.018 -0.013
C 2.0664 -3.8160 1.5200 0.035 0.027 -0.020
C 1.2857 -3.1617 0.3687 0.013 0.044 0.032
H -2.1301 -3.8759 -5.5696 0.009 -0.009 -0.007
H -2.4329 -4.5285 -3.9760 -0.001 0.010 0.000
H -3.8209 -2.6141 -3.9389 -0.003 -0.021 -0.003
H -2.7483 -1.6848 -4.9658 -0.012 0.006 -0.009
H -2.8916 -1.0721 -2.4090 0.058 -0.042 -0.055
H -1.3355 -1.0383 -3.1956 -0.033 -0.026 0.016
H -2.3428 -3.5269 -1.7899 -0.023 -0.046 -0.003
H -0.1927 -4.4160 -2.1917 0.006 -0.060 0.044
H 0.5481 -2.8371 -2.4157 -0.031 -0.040 0.012
H 0.0401 -4.3754 -4.5165 0.008 0.007 -0.013
H -0.1296 -2.6373 -4.6213 -0.004 0.011 -0.003
H -2.4726 -1.9816 1.6697 -0.007 0.004 -0.050
H -3.6585 -0.4768 -0.6760 -0.012 0.009 0.105
H -3.1035 0.1069 0.8897 -0.027 -0.049 -0.050
H -5.5480 0.0898 0.9242 -0.003 0.002 -0.001
H -4.9828 -1.1948 1.9693 0.002 0.009 0.003
H -6.3309 -1.3933 -0.7306 -0.009 0.001 0.000
H -6.6024 -2.3463 0.7123 -0.008 -0.009 -0.003
H -4.5087 -2.6915 -1.4403 0.013 0.036 -0.042
H -5.4732 -3.9108 -0.6455 -0.007 -0.014 0.001
H -3.1875 -4.1433 0.1612 0.022 -0.038 -0.070
H -4.1517 -3.5222 1.4659 0.011 0.006 -0.002
H -0.3396 -2.7872 1.6769 0.018 -0.021 0.006
H -1.1444 -4.9679 -0.2544 -0.010 -0.009 -0.071
H -1.5354 -4.7489 1.4362 0.025 -0.013 0.008
H 0.9886 -5.9047 0.2134 0.007 -0.014 0.002
H -0.0318 -6.5764 1.4679 -0.013 0.000 0.000
H 2.0089 -5.7286 2.5495 0.017 -0.014 -0.001
H 0.6892 -4.6652 2.9745 -0.010 -0.013 0.019
H 3.0347 -4.1541 1.1455 0.010 0.021 0.000
H 2.2768 -3.0665 2.2885 -0.004 -0.002 0.009
H 1.4968 -3.6838 -0.5649 -0.025 -0.004 -0.017
H 1.6119 -2.1271 0.2315 -0.005 -0.072 -0.002
C -0.3787 2.7199 4.1589 0.030 -0.035 0.020
C 0.2408 2.6220 2.7722 -0.054 0.091 -0.116
C 1.2510 1.5041 2.5499 -0.051 0.038 -0.040
S 0.5551 -0.1652 2.5096 -0.329 0.004 -0.214
O -0.9184 -0.0316 2.1201 0.242 0.105 -0.022
C 0.5592 -0.5581 4.2627 -0.072 -0.045 0.053
C -0.1108 -1.9050 4.4986 -0.006 0.064 0.048
C -0.1019 -2.2819 5.9751 -0.027 -0.008 -0.012
H -0.9488 3.6437 4.2472 0.004 0.034 -0.005
H 0.3805 2.7241 4.9448 -0.002 -0.013 0.017
H -1.0729 1.9008 4.3442 -0.016 -0.009 0.004
H 0.7724 3.5480 2.5364 -0.044 -0.008 0.005
H -0.5497 2.5350 2.0236 0.100 -0.006 0.054
H 2.0346 1.4870 3.3104 0.041 -0.003 0.009
H 1.7225 1.6137 1.5707 -0.029 0.039 0.032
H 0.0682 0.2406 4.8151 -0.005 -0.012 0.011
H 1.6149 -0.5875 4.5457 0.018 -0.002 0.013
H 0.4075 -2.6695 3.9170 0.034 -0.047 -0.032
H -1.1364 -1.8596 4.1248 -0.005 0.008 0.002
H 0.9169 -2.3551 6.3578 0.022 0.000 -0.001
H -0.5885 -3.2437 6.1348 -0.001 -0.006 0.001
H -0.6299 -1.5374 6.5724 -0.011 0.011 0.005
```
Positions in Å, forces in eV/Å.

Löwdin population analysis, charges in e, atoms 1 to 8: atom 1 (Pd): 0.276, atom 2 (S): 0.610, atom 3 (C): -0.746, atom 4 (C): -0.274, atom 5 (N): 0.160, atom 6 (C): -0.703, atom 7 (S): 0.659, atom 8 (C): -0.277

***

# 2
C28H47N3O3PtSSi as an isolated structure at a distorted geometry, computed with ωB97M-V/def2-TZVPD.

## Properties
Net charge = -2
Spin multiplicity = 3
⟨S²⟩ = 2.022
LUMO (alpha / beta) = 0.1573 / 0.1571 hartree
Frontier orbital gap (alpha / beta) = 6.45 / 6.60 eV
Energy above the lowest of the compared OMol25 structures with the same formula, charge and spin = 0.581 eV
E_HOMO (alpha / beta) = -2.17 / -2.32 eV

The geometry in XYZ format:
```
84
Properties=species:S:1:pos:R:3:forces:R:3
Pt 3.2669 -2.6612 -2.2993 0.589 -0.715 -0.283
C 0.5034 -2.0976 -1.9331 0.349 0.779 -1.573
N 1.5346 -1.8942 -2.9996 -1.002 -0.097 -0.464
C 1.1278 -1.3180 -4.1012 1.035 0.587 0.501
C 1.8758 -0.9902 -5.2875 -0.622 -0.553 0.880
C 1.3554 -0.2040 -6.3291 -0.948 0.911 0.146
C 2.3641 -0.0964 -7.2794 -0.750 0.494 -1.181
C 3.4074 -0.9013 -6.7856 0.727 -0.068 0.595
N 3.1407 -1.4110 -5.5632 0.327 -0.030 -0.896
C -0.5585 -3.1125 -2.2448 0.124 0.087 -0.262
C -1.5854 -3.2014 -1.3328 -0.484 -0.472 1.044
C -2.6184 -4.0917 -1.5605 0.366 0.176 -0.734
C -2.6813 -4.8779 -2.7066 0.102 0.091 1.621
C -1.6053 -4.8537 -3.5444 -0.408 -0.843 -1.540
C -0.5770 -3.9645 -3.3444 1.596 0.800 -0.795
H 0.0274 -1.1290 -1.7030 0.156 -0.404 0.019
H 1.0717 -2.4401 -1.0980 0.098 -0.083 0.914
H 0.1224 -0.9189 -4.0209 -0.375 0.033 -0.471
H 0.3781 0.3147 -6.2810 0.693 -0.438 -0.243
H 2.2813 0.4725 -8.2481 0.324 -0.767 1.177
H 4.3817 -1.0689 -7.2665 -0.450 -0.002 0.280
H -1.5346 -2.6717 -0.3646 -0.142 -0.030 -0.752
H -3.3870 -4.1936 -0.8617 -1.128 0.022 1.134
H -3.4785 -5.5972 -2.7671 -0.216 -0.116 -0.410
H -1.6512 -5.5433 -4.4018 0.465 0.486 0.263
H 0.2608 -3.8795 -4.0710 -0.696 -0.232 0.601
C 0.1288 3.1778 0.8302 1.283 -0.428 -1.989
C -0.6319 2.6020 -0.3424 -0.777 0.284 -1.254
C 0.0105 1.3421 -0.8636 0.790 0.233 -0.468
C -0.7006 3.6692 -1.4801 -0.200 -0.112 1.786
O -1.9909 2.2017 -0.0509 0.865 0.501 -0.505
Si -2.7753 2.0914 1.3827 -0.590 -1.354 0.148
S -4.6244 1.2778 1.2621 -0.147 -0.157 -0.008
O -1.6989 1.2897 2.3925 0.396 -0.101 0.455
C -1.6892 0.1639 3.2596 -0.704 -0.166 -0.666
C -0.3145 0.0507 3.8455 1.900 -0.934 -0.150
C -2.7294 0.3011 4.3604 -1.050 0.159 -0.362
C -2.0401 -1.1330 2.4975 0.285 -0.029 0.903
O -2.7400 3.6376 1.8744 -0.183 1.729 0.136
C -3.0371 4.3611 3.0560 -0.279 -1.496 -0.320
C -3.6228 5.7035 2.6616 0.573 -0.504 -0.763
C -1.7219 4.4776 3.7798 -0.606 0.870 1.626
C -4.0827 3.6412 3.8957 -0.919 -0.516 1.036
H 1.1031 3.5274 0.4424 -0.413 0.306 0.092
H 0.3873 2.3940 1.4710 0.054 -1.072 1.504
H -0.4312 3.9339 1.2839 -0.606 1.176 0.851
H 1.0649 1.4715 -1.1496 -0.262 0.134 -0.228
H -0.5673 0.8984 -1.6746 0.042 0.257 -0.115
H 0.0235 0.6430 -0.0691 -0.093 -0.941 0.948
H 0.2542 3.9136 -1.9138 0.579 0.029 0.058
H -1.1644 4.5655 -1.0595 0.034 0.066 -0.147
H -1.3188 3.2891 -2.2404 -0.931 -0.452 -1.075
H -0.0292 0.9159 4.4410 -0.163 0.089 0.179
H 0.4704 -0.0481 3.0615 -0.602 0.258 0.126
H -0.1540 -0.8887 4.4333 -0.515 0.770 -0.116
H -2.6479 1.2021 4.9800 0.426 -0.229 -0.073
H -2.7121 -0.5973 4.9810 -0.038 0.084 0.158
H -3.7115 0.3687 3.8432 0.403 -0.107 0.402
H -1.4372 -1.2785 1.6110 0.403 -0.071 -0.053
H -3.0599 -1.1163 2.1957 -0.915 0.323 -0.449
H -1.9757 -1.9779 3.2045 0.386 0.091 -0.362
H -2.9851 6.1255 1.8669 -0.263 0.166 0.407
H -3.6694 6.3120 3.5464 -0.063 0.634 0.275
H -4.6197 5.5255 2.2652 -0.069 0.172 -0.077
H -1.1189 5.2256 3.3053 0.555 0.417 -0.284
H -1.1851 3.5544 3.8364 0.173 -0.705 -0.237
H -1.9188 4.7914 4.8259 0.229 0.096 -0.360
H -5.0315 3.4574 3.3587 0.326 0.685 0.174
H -4.2248 4.0886 4.9074 -0.210 0.453 -0.816
H -3.8598 2.6325 4.1950 0.834 -0.499 -0.342
C 5.8788 -1.6663 -0.1190 -0.814 -0.071 1.796
C 4.9707 -2.8995 0.0943 -0.309 -0.185 0.340
C 5.8325 -4.0724 0.7385 -2.375 1.677 -0.315
C 3.6800 -2.5795 0.9666 0.996 -0.940 -0.690
N 4.5086 -3.3511 -1.1623 -0.040 0.269 -0.580
H 6.2306 -1.4779 0.9064 0.032 0.680 -0.108
H 5.3622 -0.7853 -0.5412 0.204 -0.601 0.168
H 6.7607 -1.9237 -0.6540 0.570 -0.213 -0.909
H 6.1212 -3.7936 1.7344 0.496 -0.117 0.473
H 6.5943 -4.2001 0.0400 1.845 -0.294 -0.734
H 5.2460 -4.9754 0.7088 -0.355 -0.327 0.304
H 3.9602 -2.2472 1.9816 -0.316 -0.021 -0.340
H 3.2133 -3.5841 0.9744 -0.216 0.636 0.456
H 2.9980 -1.8974 0.4167 0.613 -0.217 0.524
```
Positions in Å, forces in eV/Å.

Löwdin population analysis, charges in e, atoms 1 to 8: atom 1 (Pt): 0.776, atom 2 (C): -0.211, atom 3 (N): -0.247, atom 4 (C): -0.124, atom 5 (C): -0.393, atom 6 (C): -0.129, atom 7 (C): -0.170, atom 8 (C): -0.248

***

# 3
C28H48BF5KLiN2O14PS as an isolated structure at a distorted geometry, computed with ωB97M-V/def2-TZVPD.

## Properties
Net charge = -1
LUMO = -0.0691 hartree
Frontier orbital gap = 0.84 eV
E_HOMO = -2.72 eV

The geometry in XYZ format:
```
102
Properties=species:S:1:pos:R:3:forces:R:3
C 7.0467 -1.7904 2.5123 0.563 0.633 0.175
O 7.6105 -2.4183 1.3525 -0.705 -0.449 0.154
C 6.8613 -3.5896 1.0270 -0.464 0.181 0.289
C 5.4356 -3.2989 0.4526 0.514 -0.483 -0.269
C 5.4287 -2.4334 -0.8562 -0.573 -0.102 0.569
C 5.7379 -0.9190 -0.5895 0.523 -0.993 -0.741
C 5.3548 0.0320 -1.7698 0.762 0.657 0.810
C 5.7464 1.5134 -1.3330 -0.537 -0.499 0.428
C 4.4771 2.3021 -0.8795 -0.317 -0.078 -0.002
C 3.6813 1.5561 0.2447 0.312 1.016 0.836
C 2.3122 2.2738 0.6001 0.773 -0.884 -0.804
C 1.2019 1.6652 -0.3441 0.122 0.624 -0.100
P -0.4893 1.5690 0.4026 -1.487 1.182 -1.085
F -1.3201 2.9075 -0.2068 1.943 -3.631 1.411
C -0.5020 1.8470 2.2604 -0.307 -0.244 0.133
C -0.1757 0.5637 3.0648 -0.181 -0.788 0.251
N 0.9061 -0.1103 2.9569 -0.915 0.810 -0.073
O -1.3814 0.2036 -0.0733 4.466 2.823 0.414
C -0.6161 -1.0493 0.0193 -0.119 -2.535 0.206
C -1.4695 -2.2122 -0.5771 0.480 -0.821 -0.459
C -0.8046 -3.5745 -0.1006 -0.126 0.662 0.279
C -1.5192 -2.2427 -2.1408 -0.625 0.184 -0.568
C -0.1304 -2.1024 -2.8470 -0.363 0.549 -0.017
C -2.5691 -1.2217 -2.7696 0.568 -0.813 -0.219
H 7.6544 -0.8775 2.7134 -0.368 -0.730 -0.199
H 6.0029 -1.4485 2.3402 0.574 -0.393 0.216
H 7.1277 -2.4584 3.4031 -0.259 0.368 -0.598
H 7.4525 -4.1679 0.2624 -0.048 0.661 0.524
H 6.8059 -4.2197 1.9545 -0.127 0.221 -0.770
H 4.9889 -4.2989 0.2005 0.195 0.676 0.323
H 4.8075 -2.8653 1.2593 0.235 -0.209 -0.639
H 6.1295 -2.9087 -1.5901 -0.364 0.568 0.403
H 4.4038 -2.5409 -1.2944 0.741 0.153 0.241
H 5.2706 -0.6540 0.3851 0.232 0.099 -0.762
H 6.8467 -0.8416 -0.4651 -0.890 0.109 0.132
H 5.9835 -0.2447 -2.6418 -0.602 0.010 0.364
H 4.2724 -0.0193 -2.0437 0.819 -0.078 0.118
H 6.3480 2.0347 -2.1090 -0.673 -0.212 0.399
H 6.4103 1.4230 -0.4374 -0.362 0.128 -0.658
H 4.7394 3.3063 -0.4634 -0.072 -0.707 -0.408
H 3.7856 2.4920 -1.7396 0.589 -0.205 0.428
H 4.2916 1.6372 1.1816 -0.302 -0.254 -0.737
H 3.5390 0.4701 0.0625 -0.092 0.748 -0.030
H 2.4213 3.3465 0.3360 -0.206 -0.555 0.666
H 2.1537 2.0914 1.6806 -0.248 0.287 -0.736
H 1.5819 0.6993 -0.7347 -0.770 0.328 0.388
H 1.1211 2.3466 -1.2286 -0.359 -0.615 0.605
H -1.4956 2.2549 2.6069 0.551 -0.295 -0.550
H 0.2425 2.6335 2.5339 -0.488 -0.466 -0.593
H -0.9562 0.1901 3.7707 0.239 0.820 -0.562
H 0.8143 -0.8898 3.6174 0.394 0.084 -0.247
H -0.4006 -1.3330 1.0773 -0.384 0.709 -0.678
H 0.3659 -1.0305 -0.4987 -0.725 0.426 0.141
H -2.5129 -2.2037 -0.1790 0.713 0.247 -0.276
H 0.2288 -3.3481 0.2740 -0.672 -0.519 -0.278
H -1.4138 -4.0412 0.7056 0.579 0.347 -0.493
H -0.7711 -4.3164 -0.9259 0.141 0.522 0.643
H -1.9071 -3.2512 -2.4150 0.349 0.637 0.436
H 0.5717 -2.9384 -2.6421 -0.492 0.489 -0.027
H -0.3170 -2.0379 -3.9461 0.259 -0.227 0.779
H 0.3543 -1.1258 -2.5746 -0.256 -0.735 -0.220
H -2.0587 -0.6412 -3.5728 -0.528 0.035 0.749
H -3.3645 -1.8120 -3.2857 0.451 0.543 0.524
H -3.0425 -0.5794 -2.0009 0.296 -0.171 -0.662
N -4.4169 3.1397 -0.1372 -0.929 2.406 -0.314
O -4.7089 4.3313 -0.1230 0.211 -0.326 -0.235
O -4.4021 2.4987 -1.2110 0.318 -0.771 0.038
O -4.1281 2.5544 0.9303 -3.395 8.102 1.328
K -3.3849 0.8833 0.6958 0.777 -8.895 -0.020
B -1.1652 -7.2326 -0.7816 -0.203 -0.252 0.216
F -0.5701 -7.9649 0.2716 -0.077 0.254 -0.302
F -1.8142 -8.1214 -1.6734 0.147 0.302 0.114
F -2.1204 -6.3240 -0.2465 0.303 -0.247 -0.262
F -0.1606 -6.5052 -1.4815 -0.175 -0.020 0.089
Li 7.1045 -5.7465 -0.9775 -0.096 -0.115 -0.092
O -4.1817 5.1428 4.5136 -0.015 0.268 -0.035
S -4.8840 3.8632 4.7517 0.604 -0.256 -0.162
O -3.9303 2.7411 4.6149 0.470 -0.480 -0.220
O -5.9743 3.7180 3.7642 -0.304 0.066 -0.021
O -5.4619 3.8591 6.1112 -0.221 0.091 0.115
C -4.7175 10.1285 0.9779 0.253 0.139 -0.029
C -3.4406 9.7854 0.8235 -0.116 0.237 0.013
C -3.0330 8.3639 0.7444 0.052 -0.279 0.051
O -1.8640 8.0541 0.6040 -0.037 0.146 -0.050
C -4.0965 7.3420 0.8422 -0.037 -0.055 0.009
C -5.3747 7.6848 0.9968 0.099 -0.091 -0.054
C -5.7829 9.1035 1.0754 -0.263 -0.227 0.076
O -6.9473 9.4237 1.2133 0.119 0.125 -0.065
H -5.0352 11.1622 1.0384 -0.041 -0.013 0.013
H -2.6488 10.5209 0.7495 0.025 -0.027 0.006
H -3.7805 6.3093 0.7829 -0.077 -0.048 0.055
H -6.1641 6.9477 1.0711 0.041 -0.027 0.062
C -4.6707 -5.4723 -3.1744 0.346 -0.291 -0.492
C -6.1084 -5.5540 -2.7400 -0.444 -0.141 -0.248
O -6.0176 -5.4159 -1.3255 0.188 0.075 -0.099
C -4.8572 -4.7669 -1.0533 0.331 -0.095 0.358
O -4.5556 -4.3533 0.0160 -0.051 0.299 0.046
O -4.0848 -4.6573 -2.1635 -0.319 0.108 0.058
H -4.5544 -5.0159 -4.1573 0.102 0.132 0.137
H -4.1748 -6.4463 -3.1736 0.008 0.046 0.097
H -6.7141 -4.7346 -3.1377 0.037 0.001 0.034
H -6.5744 -6.5011 -3.0082 -0.006 0.013 0.211
```
Positions in Å, forces in eV/Å.

Löwdin population analysis, charges in e, atoms 1 to 8: atom 1 (C): -0.097, atom 2 (O): -0.210, atom 3 (C): -0.263, atom 4 (C): -0.195, atom 5 (C): -0.190, atom 6 (C): -0.223, atom 7 (C): -0.189, atom 8 (C): -0.190

***

Number 1: DFT total energy -2943.6910 Ha. Number 2: DFT total energy -2292.2061 Ha. Number 3: DFT total energy -4129.5816 Ha.